{
  "formula": "C52H54F6N8O2P2Sn",
  "method": "ωB97M-V/def2-TZVPD",
  "s_squared": 0.78,
  "homo_lumo_gap_ha": [0.294, 0.152],
  "fmax_ha_per_bohr": 0.068,
  "spin_multiplicity": 2,
  "total_charge": 3,
  "e_above_lowest_kcal_mol": 3.5,
  "symbols": ["Sn", "C", "N", "C", "N", "C", "C", "C", "C", "C", "C", "C", "C", "C", "C", "C", "C", "C", "C", "P", "C", "N", "C", "C", "N", "C", "C", "C", "C", "C", "C", "C", "C", "C", "C", "C", "C", "C", "C", "N", "C", "C", "N", "C", "C", "C", "C", "C", "C", "C", "C", "C", "C", "C", "C", "C", "H", "H", "H", "H", "H", "H", "H", "H", "H", "H", "H", "H", "H", "H", "H", "H", "H", "H", "H", "H", "H", "H", "H", "H", "H", "H", "H", "H", "H", "H", "H", "H", "H", "H", "H", "H", "H", "H", "H", "O", "H", "H", "O", "H", "H", "N", "C", "C", "N", "C", "C", "H", "H", "H", "H", "H", "H", "H", "H", "H", "H", "H", "F", "P", "F", "F", "F", "F", "F"],
  "xyz": [[0.34116, -0.08189, 0.70542], [-4.25999, 0.38719, -2.61129], [-3.12048, -0.33394, -1.95862], [-2.52334, -0.00538, -0.81724], [-1.50747, -0.83094, -0.54147], [-1.52335, -1.80164, -1.55181], [-2.56354, -1.52002, -2.36529], [-2.99259, -2.26891, -3.55816], [-4.13927, -3.09039, -3.44429], [-4.54259, -3.85198, -4.51852], [-3.86785, -3.73572, -5.75794], [-2.77147, -2.86707, -5.89146], [-2.32885, -2.20137, -4.73014], [-0.72325, -3.05174, -1.65539], [0.20728, -3.24659, -2.65751], [0.72741, -4.49846, -2.85061], [0.29879, -5.58329, -2.06200], [-0.63824, -5.39973, -1.08739], [-1.13416, -4.12589, -0.86118], [-3.19175, 1.27262, 0.26554], [-1.93468, 2.58163, 0.00395], [-0.70009, 2.59497, 0.51495], [-0.12474, 3.77356, 0.13833], [-1.01740, 4.44435, -0.64988], [-2.14157, 3.69351, -0.71285], [-3.32015, 4.01618, -1.43814], [-0.88625, 5.82510, -1.13464], [-0.61130, 6.79265, -0.16060], [-0.55579, 8.10877, -0.49705], [-0.72024, 8.49220, -1.83947], [-0.95769, 7.54039, -2.83838], [-1.01498, 6.21163, -2.49686], [1.29019, 4.03000, 0.46094], [1.84215, 3.44561, 1.63490], [3.12213, 3.76090, 2.01718], [3.86874, 4.64908, 1.22816], [3.30916, 5.20441, 0.05811], [2.05391, 4.91083, -0.34158], [-2.71702, 0.52273, 1.81763], [-1.50814, 0.05075, 2.12069], [-1.52298, -0.38645, 3.41296], [-2.82703, -0.21884, 3.89896], [-3.54790, 0.34558, 2.88380], [-4.85355, 0.97502, 2.98941], [-3.41182, -0.66143, 5.17089], [-2.86320, -0.15842, 6.36697], [-3.32483, -0.57593, 7.60179], [-4.27222, -1.57773, 7.63464], [-4.86079, -2.06084, 6.48069], [-4.46285, -1.56050, 5.26408], [-0.39676, -1.07286, 4.01516], [0.88608, -0.52906, 4.07950], [1.96053, -1.32468, 4.43255], [1.75382, -2.62289, 4.82638], [0.45108, -3.18110, 4.83838], [-0.57609, -2.39067, 4.41995], [-5.14736, 0.27896, -2.06106], [-4.01657, 1.42269, -2.71820], [-4.32008, -0.05434, -3.59287], [-4.63481, -3.13218, -2.46633], [-5.38740, -4.51047, -4.47251], [-4.17596, -4.34120, -6.62196], [-2.25000, -2.80451, -6.87093], [-1.50309, -1.51904, -4.80268], [0.50188, -2.42258, -3.25123], [1.48992, -4.63491, -3.59863], [0.67455, -6.58964, -2.33638], [-0.88601, -6.20581, -0.40865], [-1.84997, -3.92585, -0.08310], [-3.77468, 4.96605, -1.19738], [-3.15832, 3.98382, -2.49489], [-4.05066, 3.26204, -1.18555], [-0.46456, 6.48560, 0.86771], [-0.27959, 8.81448, 0.28372], [-0.56169, 9.51338, -2.17194], [-1.16527, 7.90167, -3.88906], [-1.15455, 5.43912, -3.25578], [1.24313, 2.74194, 2.19550], [3.56987, 3.27019, 2.86383], [4.85985, 4.90140, 1.53677], [3.98762, 5.83102, -0.53734], [1.63948, 5.36532, -1.22510], [-5.24242, 0.79696, 3.98398], [-4.79502, 2.03198, 2.83138], [-5.53082, 0.52694, 2.28841], [-2.05810, 0.54193, 6.32693], [-2.91528, -0.12269, 8.50894], [-4.60085, -2.00078, 8.59956], [-5.68105, -2.75401, 6.53509], [-4.90965, -1.98532, 4.34447], [0.96241, 0.55486, 3.94479], [2.91521, -0.85786, 4.62439], [2.62808, -3.18349, 5.10140], [0.28031, -4.19494, 5.17502], [-1.55339, -2.80714, 4.25606], [0.36393, -2.43529, 1.21494], [1.07725, -2.72678, 1.76021], [0.23230, -3.13166, 0.54196], [0.87167, 0.77749, -1.89933], [1.78616, 0.93229, -1.64679], [0.92179, 0.71422, -2.86923], [6.68281, -1.44765, -2.36028], [7.11506, -2.63964, -1.51203], [5.87862, -3.46993, -1.14503], [5.09650, -3.92542, -2.29400], [4.68546, -2.83103, -3.22334], [5.88182, -1.86018, -3.60458], [7.50329, -0.84856, -2.56334], [6.02763, -0.84460, -1.79604], [7.54828, -2.16746, -0.59220], [7.85425, -3.19727, -2.05913], [5.17365, -2.86935, -0.53946], [6.16792, -4.36958, -0.59784], [5.63369, -4.54466, -2.85392], [3.83401, -2.21672, -2.78826], [4.33812, -3.24023, -4.17054], [5.60358, -0.95796, -4.09184], [6.56746, -2.42831, -4.21386], [2.86517, 1.27055, -0.07223], [4.19651, 0.35146, 0.05461], [5.09708, 1.66323, 0.11900], [3.27079, -0.96803, -0.19135], [5.51679, -0.57059, 0.11127], [4.00176, 0.21221, 1.62796], [4.36731, 0.37259, -1.62388]]
}



{
  "formula": "C8H6N2",
  "method": "ωB97M-V/def2-TZVPD",
  "homo_lumo_gap_ha": 0.311,
  "fmax_ha_per_bohr": 0.103,
  "smiles": "N#C[C@@H]1C=CC=CC1=C=N",
  "total_charge": 0,
  "e_above_lowest_kcal_mol": 66.6,
  "symbols": ["C", "C", "C", "C", "C", "C", "C", "C", "N", "N", "H", "H", "H", "H", "H", "H"],
  "xyz": [[1.99383, 0.37922, 0.59848], [-1.95533, 0.31836, -0.12487], [-1.19413, 1.28678, -0.89779], [-1.39435, -0.67721, 0.48390], [0.06680, -1.05147, 0.27770], [0.11762, 1.32726, -0.65942], [0.73731, 0.30256, 0.13348], [0.16751, -1.97767, -0.87131], [2.90523, 0.58833, 1.36849], [0.25262, -2.72416, -1.74045], [-3.04410, 0.60633, 0.09604], [-1.65846, 2.17976, -1.31606], [-2.06577, -1.46066, 1.10919], [0.43373, -1.46480, 1.31009], [0.79422, 2.12269, -1.14722], [3.84325, 0.24466, 1.37974]]
}



{
  "formula": "C20H21N3O3",
  "method": "ωB97M-V/def2-TZVPD",
  "homo_lumo_gap_ha": 0.319,
  "fmax_ha_per_bohr": 0.063,
  "smiles": "N[C@@H](Cc1ccccc1)C(=O)N[C@@H](Cc1c[nH]c2ccccc12)C(=O)O",
  "total_charge": 0,
  "e_above_lowest_kcal_mol": 79.6,
  "symbols": ["C", "C", "C", "C", "C", "C", "C", "C", "C", "C", "C", "C", "C", "C", "C", "C", "C", "C", "C", "C", "H", "H", "H", "H", "H", "H", "H", "H", "H", "H", "H", "H", "H", "H", "H", "H", "H", "H", "H", "H", "H", "N", "N", "N", "O", "O", "O"],
  "xyz": [[0.57375, 1.27208, 1.11456], [1.74663, 0.96345, 0.24704], [0.94777, 1.30249, 2.62563], [-0.23533, 1.62553, 3.52444], [-1.01399, 0.50004, 3.90488], [-0.63923, 2.96226, 3.95315], [-2.09015, 0.65467, 4.83444], [-1.87697, 3.08991, 4.73995], [-2.53910, 1.91420, 5.14723], [2.57015, -0.12191, -1.74861], [3.12593, 1.02845, -2.71731], [2.26163, -1.51069, -2.45624], [0.92693, -1.47011, -3.13938], [0.61236, -1.00203, -4.39504], [-0.26631, -1.87659, -2.43586], [-1.35394, -1.66200, -3.31795], [-0.53543, -2.71063, -1.33159], [-2.73487, -1.98200, -3.01730], [-1.82142, -3.09690, -0.99178], [-2.89864, -2.68294, -1.80425], [-0.39088, -0.55935, 1.13616], [-1.37719, 0.86462, 1.46079], [0.21640, 2.30480, 0.79370], [1.38323, 0.30661, 2.99907], [1.69088, 2.11028, 2.60791], [-0.64920, -0.47409, 3.56723], [-0.11005, 3.91532, 3.67307], [-2.75045, -0.27104, 5.03803], [-2.35629, 4.03752, 5.13120], [-3.46308, 1.92756, 5.77842], [0.55738, 0.05818, -1.22712], [3.46637, -0.33920, -1.12227], [2.97050, -1.71836, -3.28024], [2.33305, -2.29175, -1.73494], [1.30354, -0.70581, -5.19649], [-1.35521, -0.77424, -5.27462], [0.22113, -2.95926, -0.64654], [-3.60466, -1.84940, -3.67043], [-2.07544, -3.82462, -0.24489], [-3.96080, -3.00853, -1.58590], [3.60964, 1.91361, -1.12432], [-0.59027, 0.42707, 0.90386], [1.53230, 0.21356, -0.82335], [-0.77322, -1.06464, -4.46400], [2.79088, 1.50322, 0.56839], [3.19826, 0.87095, -3.90068], [3.42343, 2.18968, -2.09802]]
}



{
  "formula": "C2H6",
  "method": "ωB97M-V/def2-TZVPD",
  "homo_lumo_gap_ha": 0.480,
  "fmax_ha_per_bohr": 0.017,
  "smiles": "CC",
  "total_charge": 0,
  "e_above_lowest_kcal_mol": 3.7,
  "symbols": ["C", "C", "H", "H", "H", "H", "H", "H"],
  "xyz": [[-0.10023, 0.69963, -0.27551], [0.03762, -0.68678, 0.31810], [-0.56792, 1.50682, 0.28606], [-0.53609, 0.64602, -1.26854], [0.89019, 1.09256, -0.44419], [0.86005, -0.70172, 1.03343], [-0.86885, -1.10186, 0.76683], [0.28521, -1.45467, -0.41619]]
}



Copy entry 4 word for word.
{
  "formula": "C2H6",
  "method": "ωB97M-V/def2-TZVPD",
  "homo_lumo_gap_ha": 0.480,
  "fmax_ha_per_bohr": 0.017,
  "smiles": "CC",
  "total_charge": 0,
  "e_above_lowest_kcal_mol": 3.7,
  "symbols": ["C", "C", "H", "H", "H", "H", "H", "H"],
  "xyz": [[-0.10023, 0.69963, -0.27551], [0.03762, -0.68678, 0.31810], [-0.56792, 1.50682, 0.28606], [-0.53609, 0.64602, -1.26854], [0.89019, 1.09256, -0.44419], [0.86005, -0.70172, 1.03343], [-0.86885, -1.10186, 0.76683], [0.28521, -1.45467, -0.41619]]
}



Copy entry 4 word for word.
{
  "formula": "C2H6",
  "method": "ωB97M-V/def2-TZVPD",
  "homo_lumo_gap_ha": 0.480,
  "fmax_ha_per_bohr": 0.017,
  "smiles": "CC",
  "total_charge": 0,
  "e_above_lowest_kcal_mol": 3.7,
  "symbols": ["C", "C", "H", "H", "H", "H", "H", "H"],
  "xyz": [[-0.10023, 0.69963, -0.27551], [0.03762, -0.68678, 0.31810], [-0.56792, 1.50682, 0.28606], [-0.53609, 0.64602, -1.26854], [0.89019, 1.09256, -0.44419], [0.86005, -0.70172, 1.03343], [-0.86885, -1.10186, 0.76683], [0.28521, -1.45467, -0.41619]]
}